[1]
# C38H33AuClO4P2SeSi

A molecular structure, C38H33AuClO4P2SeSi (ωB97M-V with the def2-TZVPD basis set, OMol25).

Summary:
HOMO (alpha / beta) = -1.72 / -5.55 eV
Charge = -1
Relative energy (zero: lowest compared OMol25 entry of this formula, charge and spin) = 0.0 kcal per mole
LUMO (alpha / beta) = 2.5 / 1.7 eV
Kohn-Sham gap (alpha / beta) = 4.24 / 7.25 eV
Spin multiplicity = 3

CARTESIAN COORDINATES (ANGSTROEM)
H: 1.3331 -2.7824 -5.3060
C: 5.2610 -0.3949 1.2240
H: -1.3986 -6.0330 0.7767
C: 0.8233 2.3209 0.7216
C: -0.6203 -5.3616 1.1188
C: 2.6520 -4.9352 -3.0488
C: -0.5331 2.6993 0.7898
C: 3.0364 0.0841 0.2767
P: -1.8162 1.7257 -0.0667
P: 1.3067 -2.0847 -0.4001
H: -4.8512 5.4936 -3.0984
O: -0.8563 -0.0970 -2.6210
C: 0.8309 -3.4739 0.7074
H: 0.7418 -0.8919 2.0582
H: -6.1242 -0.0309 3.2567
H: -1.1847 4.3853 -1.1954
H: 2.1230 -2.9315 2.3254
H: 5.8348 -2.4929 1.2557
C: 4.2668 0.4787 0.7956
C: 1.6183 -3.0504 -1.9408
H: -0.3968 5.1222 3.1764
C: 2.3114 -4.4030 -4.2858
H: -5.1629 2.2154 3.6783
C: -0.3308 -0.8127 1.9002
C: -4.0786 2.6555 -1.4216
C: -0.9356 3.7311 1.6360
H: 3.1886 -5.8744 -2.9866
H: -5.1641 -1.4500 1.4654
C: -3.6907 0.0011 0.9051
C: 5.0493 -1.7812 1.0250
C: -0.1660 -4.3532 0.2850
O: 1.5458 0.6149 -1.9420
H: -5.8392 3.3160 -2.4432
C: -0.0781 -5.5081 2.3901
C: -4.2704 4.7808 -2.5262
C: 1.6140 -3.2055 -4.3497
Si: 2.0286 1.4172 -0.5103
C: 1.6709 2.9051 1.6749
H: 3.7333 2.4983 -1.8987
H: 2.5586 -4.7046 -0.9284
H: 0.7020 -1.6178 -3.2520
H: 2.7100 2.5965 1.7248
C: -2.2133 4.1637 -1.4396
H: 2.5834 -4.9249 -5.1955
H: -0.8234 -1.7601 2.0999
H: 1.3353 -4.7402 3.8108
C: 1.2488 3.8717 2.5742
C: -2.7697 2.9489 -1.0479
H: 1.9508 4.2813 3.2903
C: -0.0570 4.3291 2.5220
O: 0.7210 1.1111 -4.4721
H: -0.5894 -4.2453 -0.7082
C: -3.6999 2.0523 2.1309
C: -4.8242 3.5639 -2.1585
H: 6.2002 -0.0182 1.6061
Se: 0.2163 1.0997 -2.9537
Cl: -0.9182 0.3368 3.1392
H: -0.4299 -6.2964 3.0445
H: -1.9581 4.0834 1.5920
H: 4.4967 1.5410 0.8386
C: 2.7692 -1.3544 0.2083
C: 1.3618 -3.6218 1.9842
C: 3.0561 2.8566 -1.1213
H: -2.5135 6.0141 -2.4652
H: 3.6446 3.3282 -0.3346
C: -4.7615 -0.4635 1.6584
H: -4.5286 1.7129 -1.1342
O: -0.1584 2.5311 -2.2890
C: -3.1413 1.2625 1.1282
C: 0.9116 -4.6377 2.8192
H: -3.2698 -0.6347 0.1332
Au: -0.5494 -0.4600 -0.2000
H: 2.3905 3.6086 -1.5508
C: -4.7589 1.5887 2.8927
C: -5.2971 0.3296 2.6578
H: -3.2926 3.0270 2.3555
C: -2.9627 5.0753 -2.1657
C: 3.8667 -2.2318 0.5169
C: 1.2682 -2.5342 -3.1851
H: 3.7497 -3.2985 0.3580
C: 2.3038 -4.2664 -1.8860

In the Löwdin picture, each atom carries the following charge in e: atom 1 (H): 0.105, atom 2 (C): -0.133, atom 3 (H): 0.097, atom 4 (C): -0.219, atom 5 (C): -0.093, atom 6 (C): -0.096, atom 7 (C): -0.383, atom 8 (C): -0.255, atom 9 (P): 1.040, atom 10 (P): 0.981, atom 11 (H): 0.095, atom 12 (O): -0.550, atom 13 (C): -0.375, atom 14 (H): -0.023, atom 15 (H): 0.097, atom 16 (H): 0.099, atom 17 (H): 0.103, atom 18 (H): 0.086, atom 19 (C): -0.160, atom 20 (C): -0.313, atom 21 (H): 0.100, atom 22 (C): -0.103, atom 23 (H): 0.100, atom 24 (C): -0.689, atom 25 (C): -0.083, atom 26 (C): -0.118, atom 27 (H): 0.096, atom 28 (H): 0.101, atom 29 (C): -0.145, atom 30 (C): -0.136, atom 31 (C): -0.104, atom 32 (O): -0.441, atom 33 (H): 0.097, atom 34 (C): -0.103, atom 35 (C): -0.100, atom 36 (C): -0.076, atom 37 (Si): 0.488, atom 38 (C): -0.112, atom 39 (H): 0.046, atom 40 (H): 0.096, atom 41 (H): 0.057, atom 42 (H): 0.085, atom 43 (C): -0.100, atom 44 (H): 0.093, atom 45 (H): -0.010, atom 46 (H): 0.099, atom 47 (C): -0.075, atom 48 (C): -0.324, atom 49 (H): 0.102, atom 50 (C): -0.082, atom 51 (O): -0.426, atom 52 (H): 0.109, atom 53 (C): -0.101, atom 54 (C): -0.092, atom 55 (H): 0.073, atom 56 (Se): 0.817, atom 57 (Cl): 0.530, atom 58 (H): 0.094, atom 59 (H): 0.090, atom 60 (H): 0.078, atom 61 (C): -0.404, atom 62 (C): -0.101, atom 63 (C): -0.140, atom 64 (H): 0.101, atom 65 (H): 0.026, atom 66 (C): -0.084, atom 67 (H): 0.101, atom 68 (O): -0.464, atom 69 (C): -0.408, atom 70 (C): -0.084, atom 71 (H): 0.080, atom 72 (Au): 0.728, atom 73 (H): 0.039, atom 74 (C): -0.085, atom 75 (C): -0.094, atom 76 (H): 0.084, atom 77 (C): -0.078, atom 78 (C): -0.152, atom 79 (C): -0.077, atom 80 (H): 0.081, atom 81 (C): -0.102

---

[2]
# C5H8O2

C5H8O2 in the gas phase (ωB97M-V with the def2-TZVPD basis set, OMol25).

Summary:
HOMO (alpha / beta) = -7.07 / -6.89 eV
Charge = 0
Relative energy (zero: lowest compared OMol25 entry of this formula, charge and spin) = 113.1 kcal per mole
LUMO (alpha / beta) = 1.0 / 0.9 eV
Kohn-Sham gap (alpha / beta) = 8.03 / 7.82 eV

CARTESIAN COORDINATES (ANGSTROEM)
H: 0.5979 1.0322 -2.1608
C: 0.2006 -1.7786 -0.6184
C: 0.0953 -1.1409 0.5455
C: -1.5330 1.1653 0.3212
C: 1.0518 -0.0450 0.9044
O: -0.9657 1.1613 -0.9015
H: 2.0741 -0.4140 1.0224
H: -0.9324 1.6144 1.1042
H: -0.5399 -2.5051 -0.9443
H: -0.7269 -1.3264 1.2320
H: 1.0460 -1.6087 -1.2852
H: -2.5848 1.4097 0.2494
H: 0.7567 0.4749 1.8178
C: 0.2784 0.9928 -1.1289
O: 1.1819 0.9680 -0.1578

In the natural (NBO) picture, each atom carries the following charge in e: atom 1 (H): 0.172, atom 2 (C): -0.414, atom 3 (C): -0.243, atom 4 (C): -0.341, atom 5 (C): -0.118, atom 6 (O): -0.349, atom 7 (H): 0.204, atom 8 (H): 0.155, atom 9 (H): 0.209, atom 10 (H): 0.229, atom 11 (H): 0.194, atom 12 (H): 0.175, atom 13 (H): 0.196, atom 14 (C): 0.449, atom 15 (O): -0.518

---

[3]
# C3H7ClSi

2 unconnected molecules or ions with the total composition C3H7ClSi (ωB97M-V with the def2-TZVPD basis set, OMol25).

Summary:
HOMO (alpha / beta) = -9.09 / -7.68 eV
Charge = 0
Relative energy (zero: lowest compared OMol25 entry of this formula, charge and spin) = 98.6 kcal per mole
LUMO (alpha / beta) = -2.3 / -3.1 eV
Kohn-Sham gap (alpha / beta) = 6.82 / 4.54 eV

CARTESIAN COORDINATES (ANGSTROEM)
C: 0.8832 -0.5665 -1.2066
H: 0.4885 -0.5044 -2.3275
H: 1.2241 -1.2107 1.5827
H: 1.9214 -0.8361 -1.0977
H: 0.8449 0.4950 1.7156
Si: -1.6484 0.3308 -0.3777
H: -2.4634 0.2087 -1.6928
Cl: 1.0147 3.3514 -0.5693
H: -2.3668 0.2002 0.9073
H: -0.4982 -0.6828 1.8457
C: 0.4910 -0.5042 1.3458
C: 0.1091 -0.2814 -0.1255

In the natural (NBO) picture, each atom carries the following charge in e: atom 1 (C): -0.271, atom 2 (H): 0.211, atom 3 (H): 0.233, atom 4 (H): 0.209, atom 5 (H): 0.252, atom 6 (Si): 1.167, atom 7 (H): -0.125, atom 8 (Cl): -0.572, atom 9 (H): -0.171, atom 10 (H): 0.209, atom 11 (C): -0.647, atom 12 (C): -0.494

---

[4]
# C21H24MgNO8P2SSb

A molecular structure, C21H24MgNO8P2SSb (ωB97M-V with the def2-TZVPD basis set, OMol25).

Summary:
HOMO = -8.86 eV
Charge = 0
Relative energy (zero: lowest compared OMol25 entry of this formula, charge and spin) = 18.6 kcal per mole
LUMO = 0.1 eV
Kohn-Sham gap = 8.99 eV

CARTESIAN COORDINATES (ANGSTROEM)
H: 3.5307 -3.0748 -2.4281
C: 1.6845 0.1226 2.6960
H: 3.9968 0.6170 -4.5487
O: -0.4186 0.3588 -2.5554
C: 1.9266 2.9615 -0.4889
N: -6.3242 -1.7596 1.5341
P: -4.9005 -1.2942 -0.6918
O: -5.9773 -0.2818 -0.6040
H: 4.4672 -1.8037 -4.3338
H: 2.6018 1.7562 -2.8829
H: 4.1291 0.0939 0.3453
O: -3.4541 -0.9802 -0.9679
C: 2.7984 0.6965 -2.7772
H: 4.3460 -0.9733 4.4782
H: 0.6324 0.3561 2.8109
H: -5.5782 -4.1001 0.3016
C: 3.4466 4.7423 0.0578
H: -6.2348 -1.6701 2.5558
C: 3.5894 0.0532 -3.7197
C: -0.6520 -0.7897 -2.2017
C: -4.8230 -3.6482 0.9465
C: 2.5299 -1.3811 -1.5890
C: 2.2634 -0.0237 -1.7205
H: -1.0836 -1.5095 -2.9199
C: -4.9684 -2.1325 0.9706
H: -7.0324 -2.4535 1.3008
P: -3.7768 -1.4598 2.2065
H: 5.4363 -0.6834 2.2768
H: 3.4766 2.8187 0.9973
C: 3.6457 -0.0146 1.3099
H: 1.2802 5.7110 -2.3576
Sb: 1.1904 1.0028 -0.2043
H: 1.9413 -0.4610 4.7412
O: -3.8691 0.1204 1.8279
C: 4.3843 -0.4584 2.3964
Mg: -1.8997 -0.6999 0.2318
H: -4.8947 -4.0663 1.9526
O: -0.4262 -1.2681 -1.0216
S: -0.9084 1.4564 0.6851
C: 3.3237 -2.0173 -2.5308
C: 3.8512 -1.3025 -3.5985
H: 0.4583 3.4203 -1.9975
C: 2.8354 5.5560 -0.8842
H: -3.6214 0.7105 2.5502
C: 2.4227 -0.3315 3.7806
C: 2.9947 3.4445 0.2554
C: 1.3074 3.7824 -1.4276
O: -4.3601 -1.7443 3.5344
C: 3.7711 -0.6198 3.6319
H: 4.2754 5.1168 0.6447
H: 3.1893 6.5673 -1.0365
H: -4.5593 -2.7622 -2.2322
O: -5.3194 -2.4493 -1.7301
O: -2.4016 -1.8913 1.7628
C: 2.2926 0.2821 1.4574
H: 2.1114 -1.9442 -0.7651
C: 1.7647 5.0763 -1.6271
H: -6.5691 -0.8668 1.0529
H: -3.8425 -3.9070 0.5491

In the natural (NBO) picture, each atom carries the following charge in e: atom 1 (H): 0.217, atom 2 (C): -0.238, atom 3 (H): 0.217, atom 4 (O): -0.668, atom 5 (C): -0.318, atom 6 (N): -0.716, atom 7 (P): 2.408, atom 8 (O): -1.129, atom 9 (H): 0.214, atom 10 (H): 0.227, atom 11 (H): 0.222, atom 12 (O): -1.260, atom 13 (C): -0.254, atom 14 (H): 0.214, atom 15 (H): 0.238, atom 16 (H): 0.222, atom 17 (C): -0.207, atom 18 (H): 0.458, atom 19 (C): -0.213, atom 20 (C): 0.648, atom 21 (C): -0.641, atom 22 (C): -0.246, atom 23 (C): -0.249, atom 24 (H): 0.095, atom 25 (C): -0.652, atom 26 (H): 0.419, atom 27 (P): 2.369, atom 28 (H): 0.217, atom 29 (H): 0.222, atom 30 (C): -0.250, atom 31 (H): 0.217, atom 32 (Sb): 1.799, atom 33 (H): 0.218, atom 34 (O): -1.033, atom 35 (C): -0.219, atom 36 (Mg): 1.777, atom 37 (H): 0.230, atom 38 (O): -0.932, atom 39 (S): -0.894, atom 40 (C): -0.221, atom 41 (C): -0.190, atom 42 (H): 0.233, atom 43 (C): -0.204, atom 44 (H): 0.522, atom 45 (C): -0.212, atom 46 (C): -0.248, atom 47 (C): -0.252, atom 48 (O): -1.129, atom 49 (C): -0.185, atom 50 (H): 0.216, atom 51 (H): 0.215, atom 52 (H): 0.511, atom 53 (O): -1.002, atom 54 (O): -1.229, atom 55 (C): -0.335, atom 56 (H): 0.233, atom 57 (C): -0.196, atom 58 (H): 0.486, atom 59 (H): 0.254

---

[5]
# C4H9NO2

C4H9NO2 in the gas phase (ωB97M-V with the def2-TZVPD basis set, OMol25).

Summary:
SMILES = C[C@@H](CO)NC=O
HOMO = -9.90 eV
Charge = 0
Relative energy (zero: lowest compared OMol25 entry of this formula, charge and spin) = 18.0 kcal per mole
LUMO = 0.7 eV
Kohn-Sham gap = 10.64 eV

CARTESIAN COORDINATES (ANGSTROEM)
C: 0.8907 -1.3266 0.9494
O: -0.6486 2.0862 0.7487
H: -1.1765 1.9299 -0.0552
H: -1.0563 -0.2813 -2.8965
C: 0.3815 1.1392 0.7665
H: 0.7573 1.1112 1.7967
H: -1.0685 -0.4241 0.8095
H: 1.2293 1.4220 0.1172
C: -0.0654 -0.2811 0.3872
N: -0.1559 -0.4871 -1.0639
H: 0.8934 -1.2872 2.0414
C: -1.0636 0.1096 -1.8636
H: 0.4027 -1.2231 -1.4701
H: 0.5963 -2.3382 0.6505
H: 1.9159 -1.1459 0.6033
O: -1.8323 0.9963 -1.5211

In the natural (NBO) picture, each atom carries the following charge in e: atom 1 (C): -0.616, atom 2 (O): -0.731, atom 3 (H): 0.496, atom 4 (H): 0.121, atom 5 (C): -0.059, atom 6 (H): 0.176, atom 7 (H): 0.210, atom 8 (H): 0.155, atom 9 (C): -0.089, atom 10 (N): -0.609, atom 11 (H): 0.228, atom 12 (C): 0.539, atom 13 (H): 0.398, atom 14 (H): 0.213, atom 15 (H): 0.209, atom 16 (O): -0.640

---

[6]
# C10H23N2O11P3

2 unconnected molecules or ions with the total composition C10H23N2O11P3 (ωB97M-V with the def2-TZVPD basis set, OMol25).

Summary:
SMILES = N#COO[P@@](=O)(OC[C@H]1CO1)OPP(=O)(O)O.COCCNCCOC
HOMO = -8.84 eV
Charge = 0
LUMO = -1.0 eV
Kohn-Sham gap = 7.85 eV

CARTESIAN COORDINATES (ANGSTROEM)
H: 0.0499 -0.0181 4.6022
N: 1.7453 2.0943 -6.9920
O: 4.8691 0.1168 -2.3459
H: -2.6043 0.9885 1.1342
H: -4.2913 -2.0241 3.3241
C: -1.1817 -2.4321 -3.2349
O: 3.6804 0.4567 -4.8592
P: 3.3206 -0.0651 -3.1979
O: 4.4431 2.4293 1.4805
H: -1.4328 2.9489 4.2178
H: -0.8271 3.2429 2.5732
C: -1.8197 -0.7287 3.8340
C: 2.4954 2.1108 -5.9147
H: -1.9829 -2.8322 -4.0246
C: -3.9822 -1.1747 2.7043
H: -4.0877 -2.4793 1.0172
H: 3.6801 -1.0296 -0.3287
H: -1.3450 -1.1723 2.9546
H: -2.4392 -2.2514 1.5353
O: 2.8840 -1.7246 -3.3008
O: 3.4441 1.7412 -4.8115
H: -1.3247 -0.2568 0.8945
P: 4.6383 0.0408 -0.6217
H: 1.1734 -1.3051 -1.9121
C: -0.9036 0.4224 4.2925
H: -1.3097 0.9533 5.1626
C: 0.4555 -2.5774 -3.7941
H: 4.8613 3.6033 -0.9923
O: -0.4609 -1.4233 -4.3157
C: -2.2412 0.1855 0.4988
O: -3.2730 -0.7730 0.3264
C: -1.3442 2.5210 3.2125
H: -2.3354 2.3710 2.7915
O: 2.0642 1.6083 0.3944
H: -1.8565 -1.4950 4.6132
H: 1.7275 2.1188 1.1871
C: 1.6789 -2.1043 -2.5860
H: -2.0117 0.6297 -0.4744
H: 1.7874 -3.1151 -2.0042
P: 3.7783 1.9513 0.1226
O: 2.2310 0.9386 -2.6670
N: -3.1816 -0.2744 3.5466
O: -0.5902 1.3177 3.2173
O: 3.9272 3.2063 -1.0987
H: -4.8971 -0.6235 2.4523
C: -3.3860 -1.7220 1.3880
H: -3.1527 0.6371 3.0923
H: -1.4022 -1.4891 -2.5476
H: 0.7296 -3.5433 -4.5460

In the natural (NBO) picture, each atom carries the following charge in e: atom 1 (H): 0.190, atom 2 (N): -0.315, atom 3 (O): -0.977, atom 4 (H): 0.156, atom 5 (H): 0.192, atom 6 (C): -0.227, atom 7 (O): -0.419, atom 8 (P): 2.344, atom 9 (O): -1.033, atom 10 (H): 0.176, atom 11 (H): 0.191, atom 12 (C): -0.246, atom 13 (C): 0.478, atom 14 (H): 0.241, atom 15 (C): -0.254, atom 16 (H): 0.195, atom 17 (H): 0.008, atom 18 (H): 0.169, atom 19 (H): 0.161, atom 20 (O): -0.769, atom 21 (O): -0.195, atom 22 (H): 0.173, atom 23 (P): 0.542, atom 24 (H): 0.246, atom 25 (C): -0.069, atom 26 (H): 0.177, atom 27 (C): 0.041, atom 28 (H): 0.512, atom 29 (O): -0.556, atom 30 (C): -0.247, atom 31 (O): -0.546, atom 32 (C): -0.242, atom 33 (H): 0.153, atom 34 (O): -0.965, atom 35 (H): 0.192, atom 36 (H): 0.515, atom 37 (C): -0.114, atom 38 (H): 0.193, atom 39 (H): 0.213, atom 40 (P): 1.893, atom 41 (O): -1.009, atom 42 (N): -0.626, atom 43 (O): -0.557, atom 44 (O): -0.950, atom 45 (H): 0.207, atom 46 (C): -0.088, atom 47 (H): 0.351, atom 48 (H): 0.256, atom 49 (H): 0.237

---

Calculated largest force on an atom, 0.0076 0.0060 0.0752 0.0097 0.0074 0.2314 hartree/bohr (same order as the records).